Here is a molecular structure, C8H14HoN2P in a non-equilibrium geometry from OMol25. Energies are from ωB97M-V/def2-TZVPD.

```
26
Properties=species:S:1:pos:R:3:forces:R:3
C 1.128 1.067 -3.566 -1.2046 -0.7946 -0.9435
C 2.030 0.042 -3.170 -0.5405 0.1559 0.1046
C 1.324 -1.199 -3.138 -0.2231 0.3237 0.2083
C -0.022 -0.966 -3.555 0.1366 0.5378 0.3523
C -0.186 0.426 -3.802 1.6448 0.5004 -0.5695
Ho 0.114 0.513 -1.217 0.7254 -0.2250 -2.4493
P -0.362 2.960 -0.335 -0.3855 0.1352 0.7343
H 1.370 2.108 -3.817 -0.1219 -0.6006 0.3016
H 3.085 0.197 -2.924 -0.4526 -0.1370 -0.1061
H 1.739 -2.163 -2.828 -0.1685 0.4299 -0.2262
H -1.054 0.925 -4.254 0.4543 -0.3166 0.3813
H -0.814 -1.716 -3.650 0.4000 0.2605 0.0433
H -1.547 3.654 -0.769 0.4782 0.5989 0.2495
H 0.583 4.041 -0.384 -0.4650 0.4959 -0.0020
H -0.617 2.939 1.086 0.0842 0.1002 -0.7031
C -1.885 -0.816 3.648 0.0517 0.1503 -0.4484
N -0.566 -1.071 3.015 -0.4200 -0.5036 1.9681
C 0.495 -1.748 3.797 0.1499 0.1687 -0.4198
C -0.348 -0.732 1.803 0.5734 0.5442 -2.8170
N -0.109 -0.450 0.679 -0.6837 -1.6849 4.0215
H -1.841 -1.236 4.654 -0.1670 0.1266 -0.1663
H -2.685 -1.301 3.067 0.2699 0.1171 0.2607
H -2.088 0.265 3.694 0.0984 -0.3884 0.0513
H 0.814 -2.667 3.283 -0.1488 0.2525 0.2424
H 1.368 -1.086 3.910 -0.3141 -0.2083 0.0553
H 0.071 -1.985 4.774 0.2284 -0.0387 -0.1234
```
Forces are in eV/Å.

spin multiplicity	5
relative energy (zero: lowest compared OMol25 entry of this formula, charge and spin)	3.56	kcal per mole
electronic energy	-1711.928681	a.u.
LUMO (spin up / spin down)	0.140 / 0.135	eV

Here is CHOPS in the gas phase in a non-equilibrium geometry from OMol25. Energies are from ωB97M-V/def2-TZVPD.

```
5
Properties=species:S:1:pos:R:3:forces:R:3
O -0.927 1.253 -0.638 -0.3453 0.2482 -0.2606
C -0.662 0.279 0.002 0.0509 -0.4526 0.2457
P 1.027 0.198 0.749 0.9960 -0.3008 -0.0419
S 1.912 -1.160 -0.308 -0.4873 0.4251 0.3419
H -1.349 -0.570 0.196 -0.2143 0.0802 -0.2852
```
Forces are in eV/Å.

relative energy (zero: lowest compared OMol25 entry of this formula, charge and spin)	0.99	kcal per mole
electronic energy	-853.444243	a.u.
LUMO	-1.820	eV

Here is a molecular structure, C22H16Cl5HfO3Se in a non-equilibrium geometry from OMol25. Energies are from ωB97M-V/def2-TZVPD.

```
48
Properties=species:S:1:pos:R:3:forces:R:3
Hf 0.980 -0.629 0.253 -1.2392 0.3502 1.9114
Cl -4.770 -2.834 3.607 -0.1563 0.0334 0.0985
C -3.466 -2.556 2.527 0.2992 0.3167 -0.2373
C -2.755 -3.667 2.035 0.1019 0.2401 -0.1305
C -1.694 -3.493 1.179 0.2035 0.4406 -0.1006
Cl -0.788 -4.818 0.570 -0.0750 -0.1998 0.0351
C -1.271 -2.197 0.788 -1.3051 -0.4175 0.6618
O -0.251 -2.053 -0.001 -1.8786 -2.7832 -0.9270
C -2.015 -1.075 1.278 0.3084 -0.7238 -0.1605
C -1.680 0.224 0.832 -0.8692 0.0129 0.2460
O -0.720 0.508 0.070 -0.6373 0.6717 0.1357
C -3.113 -1.283 2.149 0.0652 -0.2410 -0.0531
H -3.049 -4.664 2.332 0.0023 -0.0281 0.0186
H -2.329 1.044 1.161 0.0625 0.0152 -0.1699
H -3.656 -0.426 2.510 -0.1608 0.0989 0.1229
Cl -0.308 2.808 -4.809 0.0322 0.0313 -0.1219
C 0.525 2.023 -3.533 0.1467 -0.2789 0.3694
C 0.765 2.724 -2.350 0.0462 -0.0621 0.1142
C 1.404 2.082 -1.307 0.1585 -0.3308 0.0101
Cl 1.495 2.663 0.308 0.1339 0.9351 -0.1273
C 1.870 0.766 -1.441 -0.1595 0.8938 -1.3649
O 2.498 0.137 -0.446 4.2924 1.3977 -1.5689
C 1.451 0.053 -2.570 0.1700 0.4181 0.2039
Cl 1.588 -1.657 -2.351 0.2082 -0.6313 -0.9114
C 0.832 0.667 -3.641 -0.1865 0.0408 0.0327
H 0.409 3.735 -2.228 -0.0233 0.0812 -0.0220
H 0.538 0.100 -4.511 -0.0436 -0.0204 -0.0533
C 7.053 -2.252 2.900 0.0359 -0.0955 0.0731
C 5.647 -1.762 2.812 -0.2001 0.0231 -0.1448
C 5.309 -0.523 3.333 -0.1833 -0.0737 -0.0706
C 4.012 -0.030 3.290 -0.0736 -0.0600 -0.0782
C 3.711 1.314 3.872 -0.1539 0.0278 0.0381
C 3.034 -0.820 2.680 -0.5351 -0.0111 -0.1372
Se 1.154 -0.202 2.637 0.6329 0.0980 2.2177
C 3.340 -2.072 2.142 0.0821 0.0592 0.0715
C 2.307 -2.927 1.453 0.1294 0.2334 0.5049
C 4.651 -2.527 2.222 -0.0712 0.1533 0.0578
H 7.743 -1.413 2.905 0.1495 -0.0067 0.0195
H 7.297 -2.910 2.072 0.0711 -0.0687 -0.0877
H 7.183 -2.813 3.824 0.1349 -0.0422 0.0685
H 6.089 0.074 3.781 0.0346 0.1393 0.1102
H 4.532 1.649 4.503 -0.0321 0.0341 0.0070
H 2.794 1.285 4.462 0.0851 0.0770 0.0197
H 3.569 2.042 3.074 -0.0456 0.1098 -0.0171
H 2.074 -2.510 0.442 0.3047 -0.8891 0.1750
H 1.386 -3.022 2.048 0.2364 0.0935 -0.3330
H 2.708 -3.930 1.308 -0.1280 0.1013 -0.3967
H 4.900 -3.496 1.817 0.0294 -0.1639 -0.1092
```
Forces are in eV/Å.

relative energy (zero: lowest compared OMol25 entry of this formula, charge and spin)	44.15	kcal per mole
net charge	+1
electronic energy	-5823.953606	a.u.
LUMO	-4.604	eV

Here is a molecular structure, C49H48N8O11SiW in a non-equilibrium geometry from OMol25. Energies are from ωB97M-V/def2-TZVPD.

```
118
Properties=species:S:1:pos:R:3:forces:R:3
W -0.523 -0.522 0.251 2.0409 -0.0306 -0.0965
O 0.913 -4.160 1.840 -0.2992 0.4242 0.2070
C 0.380 -3.080 1.681 0.6591 -0.0951 -0.4074
N 0.811 -2.027 0.856 0.2259 -1.2909 0.1070
C 2.096 -2.143 0.321 -0.2788 -0.1302 0.0686
O 2.848 -3.089 0.408 -0.1823 0.3364 -0.0717
C 2.503 -0.899 -0.394 0.1343 1.0102 -0.2850
C 3.723 -0.869 -1.066 -0.3968 -0.2254 0.1703
C 4.116 0.283 -1.711 -0.4928 0.4727 0.1612
C 3.287 1.401 -1.608 0.3513 -0.5202 -0.0111
C 2.097 1.304 -0.914 -0.5406 -0.0234 0.3231
N 1.666 0.170 -0.334 1.2433 -1.3146 -0.2183
C -0.855 -2.696 2.399 -0.8287 0.7850 0.3203
C -1.521 -3.604 3.210 0.3755 0.1867 -0.2585
C -2.691 -3.233 3.842 -0.1433 0.7599 -0.2475
C -3.152 -1.929 3.640 0.2890 -0.7064 0.2393
C -2.449 -1.078 2.816 0.6370 0.6111 -0.3650
N -1.305 -1.420 2.178 0.2087 -1.6381 0.4089
H 4.307 -1.774 -1.086 0.0880 -0.1028 0.0549
H 5.038 0.328 -2.267 0.1478 -0.0196 -0.0709
H 3.561 2.338 -2.065 -0.0195 0.1379 0.0165
H 1.463 2.176 -0.812 -0.0582 -0.2017 -0.1202
H -1.102 -4.594 3.302 0.0981 -0.0890 0.0046
H -3.233 -3.927 4.462 -0.0769 -0.0775 0.0986
H -4.053 -1.578 4.114 -0.1124 0.0931 0.0200
H -2.803 -0.068 2.652 0.0822 -0.1613 -0.0299
O -4.504 -0.096 0.521 0.2296 -0.2099 -0.1658
C -3.404 -0.570 0.315 -0.2964 0.5063 -0.0260
O -2.281 0.159 0.304 -2.6495 0.0459 0.7672
C -3.109 -1.997 0.102 1.4190 -0.2010 -0.3312
C -4.044 -3.011 0.336 0.1002 -0.3666 -0.0626
C -3.648 -4.321 0.271 0.1402 0.4724 -0.0930
C -2.331 -4.625 -0.161 -0.0434 0.5260 0.0097
C -1.865 -5.946 -0.283 0.3595 -0.1622 -0.1490
C -0.616 -6.210 -0.794 -0.5219 -0.1228 0.2243
C 0.181 -5.160 -1.250 -0.0174 0.5321 -0.0051
C -0.228 -3.856 -1.101 0.4340 -0.3085 -0.2755
C -1.459 -3.550 -0.494 0.0277 -0.1157 -0.1945
N -1.804 -2.235 -0.242 -1.7307 0.3432 0.3776
H -5.043 -2.719 0.612 -0.1256 0.0580 0.0482
H -4.320 -5.128 0.511 -0.1359 -0.0900 0.0588
H -2.515 -6.749 0.033 -0.0657 -0.0963 0.0042
H -0.254 -7.223 -0.860 -0.0290 -0.1287 -0.0267
H 1.135 -5.367 -1.709 0.1252 0.0009 0.0034
H 0.421 -3.064 -1.451 -0.1900 -0.1365 0.1425
O -2.109 -0.543 -2.335 0.3352 -0.7372 -1.7293
C -1.004 -1.020 -2.592 -1.5378 1.1927 1.5043
O -0.057 -0.960 -1.690 0.8780 -0.7115 -1.1267
C -0.639 -1.612 -3.897 0.4458 -0.3308 -0.5374
C -1.572 -1.759 -4.921 0.2256 -0.1982 -0.3104
C -1.166 -2.317 -6.138 0.9890 0.2772 1.5373
C 0.138 -2.747 -6.341 0.1209 -0.0331 -0.1012
C 1.059 -2.576 -5.314 -1.7897 0.6229 0.4803
C 0.682 -2.006 -4.099 0.1189 -0.2213 -0.5172
N 2.423 -2.961 -5.498 1.6036 -0.3362 -0.1103
O 3.218 -2.647 -4.620 -0.3420 -0.2060 -0.4498
O 2.717 -3.566 -6.515 -0.1403 0.2001 0.3346
N -2.114 -2.425 -7.212 -1.0164 -0.0392 -0.9777
O -3.205 -1.903 -7.046 0.3323 -0.2048 -0.0625
O -1.773 -3.015 -8.222 -0.0283 0.1383 0.3044
H -2.598 -1.453 -4.788 -0.0398 0.0836 0.0833
H 0.436 -3.187 -7.284 -0.0294 0.0371 0.0695
H 1.428 -1.872 -3.331 -0.0342 0.0254 0.0965
C -0.487 5.141 -2.398 -0.0704 -0.3486 0.0120
C -0.791 3.657 -2.606 -0.0925 -0.0636 -0.1367
C 0.125 3.112 -3.707 -0.1930 0.1291 0.2331
C -2.264 3.465 -2.998 0.2776 0.0017 0.0411
N -0.459 2.986 -1.331 0.0937 0.0084 0.4778
N -0.801 1.589 -1.283 -0.4807 -0.0054 -0.8387
H -0.591 5.677 -3.337 -0.0325 0.0853 -0.1053
H 0.528 5.272 -2.032 0.1328 0.0109 0.0535
H -1.177 5.579 -1.681 -0.1083 0.0970 0.1462
H -0.147 3.573 -4.653 0.0395 0.0218 -0.1559
H 0.031 2.034 -3.831 -0.0535 -0.1139 -0.0771
H 1.165 3.340 -3.486 0.1380 0.0365 0.0273
H -2.515 4.088 -3.852 -0.0101 0.0647 -0.1200
H -2.915 3.752 -2.173 -0.0915 -0.0158 0.0791
H -2.470 2.431 -3.272 -0.0812 -0.0592 0.0121
H -0.957 3.442 -0.570 0.0409 -0.1429 -0.0379
H -0.341 1.190 -2.110 -0.3466 0.1938 0.5120
H -1.821 1.463 -1.417 0.7689 0.0037 -0.0217
C -0.203 4.263 3.965 0.1362 -0.2391 -0.1378
C -0.773 3.053 3.223 0.2325 -0.0808 -0.1149
C -1.704 2.310 4.186 0.3112 -0.1133 -0.1985
C -1.611 3.531 2.032 0.2167 -0.2956 0.0033
Si 0.603 1.851 2.584 0.1658 0.2796 0.4543
O -0.053 0.856 1.491 -0.3103 1.5167 0.7344
C 2.123 2.749 1.845 -0.5187 -0.1066 0.2672
C 2.025 3.862 1.011 -0.0406 0.0078 0.1486
C 3.150 4.467 0.479 -0.0591 0.1184 -0.0827
C 4.408 3.966 0.767 0.0993 -0.0755 -0.0474
C 4.531 2.859 1.590 0.1451 0.0207 -0.0454
C 3.401 2.265 2.123 -0.0924 -0.1375 0.0695
C 1.325 0.815 4.003 -0.2414 0.2360 -0.4170
C 1.836 1.332 5.190 -0.0478 0.0456 -0.0506
C 2.376 0.497 6.153 0.0248 0.0842 0.1015
C 2.414 -0.873 5.948 0.0058 -0.0904 0.0184
C 1.933 -1.406 4.763 0.0714 -0.0756 0.0588
C 1.408 -0.559 3.805 -0.1886 0.0253 -0.3862
H -1.002 4.960 4.220 -0.0979 0.0836 0.0376
H 0.538 4.790 3.368 0.1026 0.1430 -0.0450
H 0.269 3.945 4.891 0.1123 0.0686 0.1872
H -2.428 3.003 4.615 -0.1276 0.0962 0.0339
H -1.143 1.851 4.997 -0.0049 -0.0913 0.1618
H -2.248 1.533 3.659 -0.1283 -0.1124 0.0381
H -2.536 3.994 2.377 -0.1129 0.0945 0.0250
H -1.863 2.679 1.393 -0.1390 0.1145 -0.0691
H -1.059 4.274 1.458 0.0143 0.1255 -0.1827
H 1.053 4.253 0.758 -0.1593 0.1249 -0.0542
H 3.048 5.332 -0.162 -0.0201 0.0844 -0.0571
H 5.287 4.431 0.348 0.1031 0.0781 -0.0264
H 5.508 2.460 1.824 0.0739 -0.0208 -0.0016
H 3.512 1.405 2.768 0.0469 -0.0753 0.0644
H 1.831 2.400 5.349 0.0153 0.1605 0.1313
H 2.773 0.915 7.066 0.0301 0.0368 0.0949
H 2.830 -1.522 6.703 0.0445 -0.0553 0.0823
H 1.977 -2.470 4.577 0.0335 -0.1148 -0.0021
H 1.061 -0.939 2.851 0.0998 -0.0594 0.2926
```
Forces are in eV/Å.

electronic energy	-3518.342423	a.u.
LUMO (spin up / spin down)	-1.377 / -1.377	eV

Here is C4H4O in the gas phase in a non-equilibrium geometry from OMol25. Energies are from ωB97M-V/def2-TZVPD.

```
9
Properties=species:S:1:pos:R:3:forces:R:3
C 1.518 0.164 -0.169 3.2312 -1.1849 0.2143
C 0.440 -0.028 0.521 1.2724 -1.7940 4.5659
C -0.893 0.145 0.051 2.8146 1.6962 -1.3453
C -1.924 -0.501 -0.363 -5.6583 -0.1620 3.3679
O -3.101 -0.581 -0.145 1.6738 -1.3938 -2.3026
H 2.530 -0.082 0.226 -0.9460 0.5307 0.3010
H 1.608 0.204 -1.202 -0.5781 0.8058 -1.9944
H 0.746 -0.346 1.661 -1.6379 0.7976 -2.6444
H -0.924 1.025 -0.580 -0.1717 0.7044 -0.1624
```
Forces are in eV/Å.

relative energy (zero: lowest compared OMol25 entry of this formula, charge and spin)	65.23	kcal per mole
electronic energy	-229.923997	a.u.
LUMO	0.195	eV